(w)
{"formula": "CHClO2PS", "method": "ωB97M-V/def2-TZVPD", "gap_ev": 7.065, "homo_ha": -0.1370, "multiplicity": 1, "charge": -1, "symbols": ["C", "O", "O", "P", "S", "Cl", "H"], "xyz": [[0.816, -1.257, -0.232], [-1.069, 2.483, 1.451], [0.831, -0.286, 0.514], [-0.566, 1.954, 0.181], [1.473, -2.707, 0.110], [-2.074, 0.997, -0.796], [0.589, -1.184, -1.228]], "mulliken_charge": [-0.08, -0.43, -0.53, 0.54, -0.53, -0.24, 0.27]}

---

(x)
{"formula": "CHClO2PS", "method": "ωB97M-V/def2-TZVPD", "gap_ev": 7.756, "homo_ha": -0.1869, "multiplicity": 1, "charge": -1, "symbols": ["C", "O", "O", "P", "S", "Cl", "H"], "xyz": [[0.479, -0.118, -0.361], [-1.194, -2.272, -0.728], [0.752, -1.961, -2.415], [-0.073, -1.517, -1.307], [2.113, 0.243, -0.607], [-0.980, 1.138, -1.992], [-0.290, 0.196, 0.349]], "mulliken_charge": [-0.30, -0.63, -0.58, 0.92, -0.23, -0.55, 0.37]}

---

Sorted by energy, starting with the most stable: (x), (w).

---

(w)
{"formula": "C7H9N", "method": "ωB97M-V/def2-TZVPD", "gap_ev": 4.746, "homo_ha": -0.2515, "multiplicity": 1, "charge": 0, "symbols": ["C", "C", "N", "C", "C", "C", "C", "C", "H", "H", "H", "H", "H", "H", "H", "H", "H"], "xyz": [[1.140, -0.128, -0.970], [2.359, 0.444, -0.674], [2.846, 0.722, 0.522], [-1.117, -0.175, -0.133], [0.138, -0.391, 0.115], [0.656, -1.074, 1.377], [-3.549, 0.310, -0.548], [-2.242, 0.581, -0.201], [0.771, -0.251, -1.977], [3.053, 0.621, -1.505], [3.861, 0.748, 0.505], [0.006, -1.903, 1.643], [1.693, -1.298, 1.201], [0.661, -0.434, 2.257], [-3.720, -0.361, -1.403], [-4.340, 0.931, -0.171], [-2.216, 1.658, -0.039]], "mulliken_charge": [-0.84, -0.02, -0.66, -0.39, 1.19, -1.14, -0.62, -0.34, 0.39, 0.35, 0.21, 0.37, 0.35, 0.27, 0.25, 0.29, 0.33]}

---

(x)
{"formula": "C7H9N", "method": "ωB97M-V/def2-TZVPD", "gap_ev": 5.394, "homo_ha": -0.2384, "multiplicity": 1, "charge": 0, "symbols": ["C", "C", "N", "C", "C", "C", "C", "C", "H", "H", "H", "H", "H", "H", "H", "H", "H"], "xyz": [[-0.775, -1.159, 0.491], [-1.889, -0.709, 1.357], [-1.581, 0.764, 1.153], [-0.575, 0.541, 0.189], [0.535, -0.441, 0.373], [1.796, -0.001, 0.318], [3.133, -0.516, 0.153], [-0.850, 0.809, -1.297], [-0.867, -1.858, -0.382], [-2.926, -0.888, 1.034], [-2.477, 1.162, 0.803], [1.946, 1.061, 0.524], [3.911, 0.222, 0.101], [3.360, -1.596, 0.210], [0.042, 0.468, -1.927], [-1.001, 1.856, -1.506], [-1.781, 0.284, -1.595]], "mulliken_charge": [-0.22, -0.54, -0.59, 0.86, 0.06, -0.08, -0.89, -1.28, 0.29, 0.24, 0.34, 0.25, 0.26, 0.27, 0.30, 0.36, 0.38]}

---

(y)
{"formula": "C7H9N", "method": "ωB97M-V/def2-TZVPD", "gap_ev": 6.767, "homo_ha": -0.2723, "multiplicity": 1, "charge": 0, "symbols": ["C", "C", "N", "C", "C", "C", "C", "C", "H", "H", "H", "H", "H", "H", "H", "H", "H"], "xyz": [[1.168, 0.051, 1.440], [0.400, -0.748, 2.226], [-0.648, -0.199, 2.970], [-1.168, 0.505, 1.794], [0.087, 0.649, 0.816], [-0.223, 0.762, -0.536], [0.303, -0.228, -1.438], [0.496, -0.080, -2.860], [2.084, -0.223, 0.900], [0.436, -1.844, 2.074], [-1.643, 1.494, 1.983], [-1.999, -0.041, 1.324], [-0.227, 1.732, -1.033], [0.984, -0.945, -0.962], [0.039, 0.786, -3.323], [-0.603, -0.625, -2.014], [0.515, -1.045, -3.363]], "mulliken_charge": [-0.67, 0.13, -0.62, -0.70, 0.50, -0.55, 0.15, -1.08, 0.41, 0.30, 0.37, 0.26, 0.23, 0.42, 0.34, 0.20, 0.32]}

---

Sorted by energy, starting with the most stable: (w), (x), (y).